C3H2FN | the ωB97M-V functional and the def2-TZVPD basis

Properties
Maximum force ... 7.45 eV Å⁻¹
Total energy ... -269.9781 Ha
HOMO energy ... -8.96 eV
HOMO-LUMO gap ... 9.6 eV
SMILES ... [H]/N=c1/cc1F
Spin multiplicity ... 1

CARTESIAN COORDINATES (ANGSTROEM)
C 0.2563 1.1345 -0.1656
C 0.9478 0.0002 0.0774
C -0.4248 -0.0889 0.1826
N -1.6774 -0.8109 0.0943
F 2.0920 -0.5870 0.1736
H 0.1342 2.0852 -0.4935
H -1.3281 -1.7331 0.1311

natural (NBO) atomic charge list, values in e, 5 entries:
1 C -0.19
2 C 0.42
3 C 0.20
4 N -0.73
5 F -0.25


C5H7ClN2 | the ωB97M-V functional and the def2-TZVPD basis

Properties
Maximum force ... 3.07 eV Å⁻¹
Total energy ... -764.3037 Ha
HOMO energy ... -8.11 eV
HOMO-LUMO gap ... 8.9 eV
SMILES ... C=N/C=C\C=C(\N)Cl
Spin multiplicity ... 1

CARTESIAN COORDINATES (ANGSTROEM)
C -0.4510 1.5844 -0.8046
C -1.0078 0.3774 -0.1771
C 0.8441 1.7956 -0.3582
C 1.4990 -0.1536 0.9730
C -0.5421 -0.8548 -0.3586
N 1.4104 1.0599 0.6242
N -1.0793 -2.0673 0.2243
Cl 0.5789 -1.1816 -1.6840
H -1.0793 2.1918 -1.4233
H -1.8513 0.5312 0.4063
H 1.5444 2.4611 -0.8235
H 2.0003 -0.2268 2.0118
H 1.4000 -1.0866 0.3645
H -1.2801 -2.0332 1.2059
H -1.9861 -2.3974 -0.1807

natural (NBO) atomic charge list, values in e, 5 entries:
1 C -0.32
2 C -0.25
3 C 0.01
4 C -0.03
5 C 0.13


C13H23F3N2O8SYb | the ωB97M-V functional and the def2-TZVPD basis

Properties
Maximum force ... 3.02 eV Å⁻¹
Total energy ... -3077.0452 Ha
HOMO energy (alpha / beta) ... -12.45 / -12.45 eV
Total charge ... +1
HOMO-LUMO gap (alpha / beta) ... 10.4 / 9.2 eV
Spin multiplicity ... 2

CARTESIAN COORDINATES (ANGSTROEM)
Yb -0.2223 0.0890 -0.4437
C 1.7687 1.7586 -2.6491
O 0.4033 1.4583 -2.2131
C -0.5409 1.6655 -3.2787
C -1.2336 0.3598 -3.5529
O -1.7045 -0.2011 -2.3066
C -2.9906 -0.8001 -2.3631
H 2.1009 1.0320 -3.3752
H 2.4472 1.6451 -1.8147
H 1.7603 2.7194 -3.1413
H -0.0504 1.9990 -4.1856
H -1.1562 2.4935 -2.9369
H -0.4866 -0.3262 -3.9891
H -2.1185 0.5006 -4.1563
H -3.7000 0.0186 -2.3923
H -3.0528 -1.3354 -1.4395
H -3.1273 -1.4480 -3.2089
C 0.9748 -1.5368 3.1798
N 0.9396 -0.1101 3.4973
C 0.7595 0.1368 4.9390
C 0.8780 0.8006 2.5511
C 0.7524 2.2515 2.8679
O 0.7911 0.4612 1.3720
H -0.0444 -2.0054 3.3489
H 1.7437 -1.9273 3.9165
H 1.2784 -1.7758 2.1409
H 1.6297 0.4636 5.4599
H 0.4602 -0.7965 5.3850
H -0.0512 0.8182 5.1292
H 0.5913 2.8314 2.0111
H 1.7047 2.5499 3.3610
H -0.0688 2.4807 3.5569
O -0.1068 -2.1579 -0.4509
C 1.0946 -2.2338 -0.7665
C 2.0135 -3.4500 -0.6294
C 3.3278 -2.8928 -1.2260
C 3.0615 -1.4170 -1.4648
O 3.8243 -0.5570 -1.8196
N 1.7266 -1.1262 -1.2871
H 1.5720 -4.2790 -1.2382
H 2.0140 -3.7291 0.4000
H 3.5901 -3.2545 -2.1939
H 4.1776 -3.0481 -0.5872
F -4.8316 2.2917 1.3908
C -4.1672 1.7418 0.4372
F -4.0504 2.6258 -0.6044
F -4.7913 0.6988 -0.0088
S -2.5048 1.1938 1.1481
O -2.3310 -0.2532 0.8028
O -2.5543 1.6079 2.5012
O -1.5001 1.9683 0.3271

natural (NBO) atomic charge list, values in e, 5 entries:
1 Yb 2.06
2 C -0.25
3 O -0.61
4 C -0.09
5 C -0.09


C2H6NS3 | the ωB97M-V functional and the def2-TZVPD basis

Properties
Maximum force ... 3.65 eV Å⁻¹
Total energy ... -1328.8182 Ha
HOMO energy ... -13.47 eV
Total charge ... +1
HOMO-LUMO gap ... 8.4 eV
Spin multiplicity ... 1

CARTESIAN COORDINATES (ANGSTROEM)
C -0.0438 1.2350 -0.7946
C -0.3797 -0.2363 -0.7201
N 0.4207 -1.2113 -1.1012
S -1.7294 1.8171 -0.3863
S -2.0899 -0.2300 -0.4921
S 0.3823 -0.6827 2.1286
H 0.7838 1.7201 -0.3415
H 0.0761 1.4736 -1.9326
H 1.4479 -1.0085 -1.3170
H 0.4127 -2.1853 -0.7550
H 1.3213 -0.7987 3.0675
H -0.6020 0.1069 2.6442

natural (NBO) atomic charge list, values in e, 5 entries:
1 C -0.61
2 C 0.22
3 N -0.72
4 S 0.22
5 S 0.39


CH7NOS2 | the ωB97M-V functional and the def2-TZVPD basis

Properties
Maximum force ... 2.86 eV Å⁻¹
Total energy ... -968.2444 Ha
HOMO energy (alpha / beta) ... -14.30 / -12.06 eV
Total charge ... +1
HOMO-LUMO gap (alpha / beta) ... 10.2 / 2.3 eV
Spin multiplicity ... 2

CARTESIAN COORDINATES (ANGSTROEM)
S -2.1924 1.0017 -5.1301
S -1.3046 -0.3246 -3.9359
H -1.5751 1.1263 -6.3450
H -0.3355 0.2194 -3.1380
N 0.5296 0.2561 1.2203
C 0.8995 -0.7616 2.2265
O 0.3886 -0.2410 3.5300
H -0.5032 0.3404 1.3604
H 0.8094 1.2688 1.3606
H 0.2956 -1.7313 2.3615
H 1.9703 -1.0711 2.2525
H 1.0179 -0.0831 4.2371

natural (NBO) atomic charge list, values in e, 5 entries:
1 S 0.11
2 S 0.17
3 H 0.19
4 H 0.17
5 N -0.68


C6H14N2O2 | the ωB97M-V functional and the def2-TZVPD basis

Properties
Maximum force ... 2.06 eV Å⁻¹
Total energy ... -497.0218 Ha
HOMO energy ... -9.29 eV
HOMO-LUMO gap ... 9.8 eV
SMILES ... CNC(C)=O.CNC(C)=O
Spin multiplicity ... 1

CARTESIAN COORDINATES (ANGSTROEM)
C -1.6228 -2.8299 0.2659
C -0.3268 -0.5578 -2.4021
C -1.4931 -1.5437 -0.5234
O -1.6628 -0.4500 -0.0134
N -0.9238 -1.6944 -1.7431
H -0.9034 -2.6573 1.0806
H -0.8271 -2.6047 -2.1548
H 0.5905 -0.7634 -2.9424
H -2.5563 -2.9483 0.8060
H -1.2740 -3.7235 -0.2437
H -0.9799 -0.0854 -3.1238
H 0.0005 0.1406 -1.6345
C -0.4971 2.7510 0.8034
C 2.5354 0.5241 1.3442
C 1.7149 1.7618 1.0342
O 2.2819 2.7835 0.7022
N 0.3780 1.6787 1.2570
H -0.0906 0.7900 1.1547
H -0.4211 3.6306 1.4196
H 1.9851 -0.4187 1.4055
H -0.5827 2.8655 -0.2760
H -1.5087 2.3316 0.8696
H 3.2542 0.3435 0.5641
H 2.9296 0.6764 2.3502

natural (NBO) atomic charge list, values in e, 5 entries:
1 C -0.71
2 C -0.42
3 C 0.68
4 O -0.66
5 N -0.61


C18H41N2O2P3Tl | the ωB97M-V functional and the def2-TZVPD basis

Properties
Maximum force ... 3.41 eV Å⁻¹
Total energy ... -2165.9111 Ha
HOMO energy (alpha / beta) ... -16.10 / -15.47 eV
Total charge ... +3
HOMO-LUMO gap (alpha / beta) ... 2.7 / 2.2 eV
Spin multiplicity ... 1

CARTESIAN COORDINATES (ANGSTROEM)
Tl 1.1433 0.0558 -1.6079
P -2.1331 -0.2500 1.1482
P -1.4374 -1.4475 -3.1599
P -1.2714 2.0907 -0.5503
H 4.5067 2.5456 0.4973
C 3.9033 3.2782 1.0482
C 3.1903 2.9359 2.1355
H 3.1477 1.9069 2.5122
C -1.9879 -1.7911 2.1343
C -3.9698 -0.2948 0.9136
C -2.0910 0.9011 2.5973
C -0.7067 -1.2736 -4.8310
C -1.8931 -3.2282 -3.2037
C -3.0916 -0.6820 -3.4630
C -0.4780 3.2677 0.6294
C -2.9997 2.7213 -0.5696
C -0.7199 2.8948 -2.0990
H 3.9265 4.3078 0.6777
H 2.5996 3.6831 2.6773
H -1.2144 -1.6833 2.9048
H -1.7068 -2.6175 1.4706
H -2.9425 -2.0269 2.6238
H -4.2064 -1.0964 0.2010
H -4.3499 0.6560 0.5211
H -4.4404 -0.5168 1.8804
H -1.0827 0.8505 3.0266
H -2.8184 0.5642 3.3462
H -2.3054 1.9387 2.3202
H -1.3270 -1.7836 -5.5835
H 0.2955 -1.7249 -4.8369
H -0.5956 -0.2160 -5.1112
H -2.3600 -3.4824 -4.1648
H -2.5815 -3.4698 -2.3835
H -0.9875 -3.8328 -3.0643
H -3.6016 -1.1693 -4.3119
H -2.9721 0.3927 -3.6824
H -3.7170 -0.7805 -2.5588
H -0.3736 4.2570 0.1603
H 0.5208 2.9025 0.9120
H -1.0775 3.3668 1.5418
H -3.0116 3.7283 -1.0084
H -3.4394 2.7604 0.4344
H -3.6149 2.0640 -1.1991
H -1.0432 3.9448 -2.0953
H -1.1473 2.3967 -2.9805
H 0.3728 2.8667 -2.1971
C 1.8449 2.6709 -4.6096
C 2.1820 2.2344 -5.9037
C 2.6954 3.1928 -6.7837
C 2.8427 4.5262 -6.3625
C 2.3977 4.9370 -5.1011
C 1.8771 3.9991 -4.2072
O 1.5551 1.7310 -3.6249
H 1.7363 0.8380 -3.9936
H 2.0669 1.1731 -6.1668
H 3.0139 2.8918 -7.7876
H 3.3038 5.2468 -7.0405
H 2.4497 5.9785 -4.7968
H 1.5627 4.2432 -3.1954
N 1.7893 -1.5081 3.2963
C 1.6169 -2.0625 2.0318
N 1.6415 -3.4342 2.0457
O 1.4070 -1.3824 1.0208
H 2.3656 -2.0150 3.9619
H 1.9480 -0.5096 3.2833
H 1.3540 -3.9461 1.2323
H 1.7342 -3.9275 2.9271

natural (NBO) atomic charge list, values in e, 5 entries:
1 Tl 0.90
2 P 1.19
3 P 0.86
4 P 1.12
5 H 0.20


C41H42F2MnN6O2S7 | the ωB97M-V functional and the def2-TZVPD basis

Properties
Maximum force ... 0.44 eV Å⁻¹
Total energy ... -6204.6064 Ha
HOMO energy (alpha / beta) ... -5.96 / -6.46 eV
HOMO-LUMO gap (alpha / beta) ... 4.7 / 5.9 eV
Spin multiplicity ... 6

CARTESIAN COORDINATES (ANGSTROEM)
Mn 0.6523 -0.3253 0.0524
F 3.5291 -0.5454 4.6034
C 3.5150 -0.2731 3.2924
C 2.3516 -0.4875 2.5772
C 2.3431 -0.2117 1.2203
C 3.4829 0.3213 0.5942
C 4.6202 0.5147 1.3727
F 5.7470 1.0089 0.8142
C 4.6700 0.2203 2.7165
C 3.3813 0.5871 -0.8459
C 4.3924 1.0401 -1.6866
C 4.1152 1.2160 -3.0320
C 2.8462 0.9475 -3.5142
C 1.8824 0.5137 -2.6223
N 2.1499 0.3349 -1.3292
H 1.4773 -0.8699 3.0822
H 5.5709 0.3790 3.2909
H 5.3735 1.2493 -1.2956
H 4.8925 1.5675 -3.6982
H 2.5901 1.0743 -4.5550
H 0.8630 0.3161 -2.9275
C -2.9802 -0.6902 0.4868
C -2.3433 -1.7237 -0.3703
N -1.0607 -1.8657 -0.5326
C -0.7713 -2.9418 -1.3348
C -1.8502 -3.6131 -1.8087
S -3.2784 -2.9035 -1.1985
C 0.6288 -3.3414 -1.4454
C 1.0796 -4.5211 -1.9435
S 2.7519 -4.6583 -1.6547
C 2.7549 -3.1215 -0.8883
N 1.5902 -2.5371 -0.8709
C 4.0190 -2.6092 -0.2840
H -2.1887 -0.1246 0.9640
H -3.6138 -1.1532 1.2450
H -3.5714 0.0075 -0.1049
H -1.8748 -4.4888 -2.4348
H 0.5133 -5.3157 -2.3979
H 4.7737 -3.3937 -0.2673
H 3.8291 -2.2852 0.7385
H 4.4141 -1.7678 -0.8543
C -1.9749 2.6266 3.1140
C -1.1097 1.5743 3.8167
C -1.9129 0.8869 4.9160
C 0.1424 2.2125 4.4120
N -0.6944 0.4896 2.9002
N -0.0792 0.9546 1.7032
H -2.4113 3.3036 3.8496
H -2.7959 2.1522 2.5684
H -1.4067 3.2375 2.4080
H -2.1843 1.6071 5.6881
H -1.3398 0.0852 5.3799
H -2.8373 0.4607 4.5160
H -0.1374 2.9539 5.1611
H 0.7385 2.7318 3.6561
H 0.7619 1.4513 4.8887
H -1.4940 -0.0813 2.6566
H 0.8003 1.3685 1.9969
H -0.6053 1.6951 1.2293
C -1.7131 -5.9790 1.8609
S -2.7559 -4.5343 2.1716
C -1.8643 -3.7599 3.4638
C -0.6634 -3.1378 3.3346
S 0.3081 -3.0267 1.9194
S -0.1039 -2.4023 4.8282
C -1.4487 -2.7624 5.8482
S -1.5660 -2.2496 7.4117
S -2.6334 -3.7073 5.0364
H -2.2163 -6.5665 1.0929
H -1.6147 -6.5761 2.7650
H -0.7355 -5.6544 1.5079
C -1.0665 4.1096 -4.5035
O -1.7207 2.9617 -4.0023
C -1.2577 1.7449 -4.3749
C -0.2628 1.5619 -5.3265
C 0.1015 0.2860 -5.7466
C -0.5229 -0.8200 -5.2002
C -1.4951 -0.6419 -4.2263
C -1.8765 0.6204 -3.7877
N -2.9183 0.7149 -2.8604
C -3.1797 1.7088 -1.9428
C -2.2001 2.4802 -1.2725
C -2.5388 3.7844 -0.8550
C -1.6011 4.6773 -0.3732
C -0.2680 4.2858 -0.2895
C 0.0817 2.9761 -0.6038
C -0.8645 2.0263 -1.0219
O -0.5345 0.7506 -1.1408
H -1.5901 4.9596 -4.0747
H -1.1199 4.1590 -5.5944
H -0.0205 4.1342 -4.1846
H 0.2117 2.4232 -5.7747
H 0.8624 0.1704 -6.5078
H -0.2581 -1.8190 -5.5206
H -1.9794 -1.5013 -3.7806
H -3.6106 -0.0115 -2.9459
H -4.2268 1.9651 -1.8207
H -3.5685 4.1026 -0.9791
H -1.8996 5.6760 -0.0823
H 0.4915 4.9862 0.0346
H 1.1112 2.6451 -0.4960

Löwdin atomic charge list, values in e, 5 entries:
1 Mn 0.92
2 F 0.09
3 C -0.25
4 C -0.07
5 C -0.13


C31H44BrN5PtS | the ωB97M-V functional and the def2-TZVPD basis

Properties
Maximum force ... 2.48 eV Å⁻¹
Total energy ... -4572.9292 Ha
HOMO energy ... -6.32 eV
HOMO-LUMO gap ... 6.8 eV
Spin multiplicity ... 1

CARTESIAN COORDINATES (ANGSTROEM)
Pt 0.9234 1.7252 0.1680
C 0.7504 3.1206 2.7842
N 1.2768 1.8430 2.2309
C 0.6301 0.7316 2.9684
C 2.7522 1.7541 2.4242
C 3.2366 1.8815 3.7142
C 4.5920 1.8057 3.9902
C 5.4560 1.5906 2.9263
C 4.9838 1.4490 1.6319
C 3.6074 1.5161 1.3239
N 2.9926 1.3825 0.1100
C 3.4965 1.3217 -1.1592
C 4.8425 1.2333 -1.5811
C 5.1889 1.1487 -2.9193
C 4.2253 1.1424 -3.9174
C 2.8987 1.2483 -3.5323
C 2.5403 1.3549 -2.2006
N 1.0895 1.4890 -1.8875
C 0.3869 0.2529 -2.3047
C 0.5020 2.6349 -2.6330
H 0.8795 3.1415 3.8694
H -0.3038 3.2035 2.5432
H 1.2843 3.9532 2.3396
H 0.7774 0.8664 4.0422
H 1.0640 -0.2120 2.6536
H -0.4356 0.7301 2.7542
H 2.5405 2.0504 4.5265
H 4.9559 1.9128 5.0030
H 6.5240 1.5254 3.0953
H 5.7132 1.2680 0.8663
H 5.6451 1.2189 -0.8697
H 6.2391 1.0817 -3.1758
H 4.4924 1.0657 -4.9621
H 2.1260 1.2566 -4.2912
H 0.4310 0.1507 -3.3925
H -0.6495 0.3094 -1.9859
H 0.8644 -0.6021 -1.8374
H 0.5433 2.4448 -3.7079
H 1.0588 3.5369 -2.4001
H -0.5297 2.7675 -2.3278
C -5.1117 -0.8450 0.6916
C -5.5452 -2.1803 0.0836
C -4.3999 -3.1292 -0.2744
C -3.5320 -2.6761 -1.4530
N -2.4967 -1.7119 -1.0615
C -1.2756 -1.9196 -0.5016
S -0.6853 -0.7851 0.6059
N -0.4616 -2.9264 -0.8962
C -0.7282 -4.2055 -1.5509
C -1.3770 -5.2419 -0.6415
C -0.5166 -5.6104 0.5608
C -1.1860 -6.6539 1.4481
H -5.9692 -0.3086 1.1003
H -4.6566 -0.1786 -0.0461
H -4.3900 -0.9903 1.4992
H -6.1458 -1.9933 -0.8125
H -6.1977 -2.6949 0.7920
H -4.8228 -4.1086 -0.5175
H -3.7547 -3.2668 0.5996
H -4.1565 -2.1868 -2.2033
H -3.0762 -3.5297 -1.9360
H -2.8734 -0.8510 -0.6999
H 0.3862 -2.8962 -0.3525
H 0.2442 -4.5683 -1.8871
H -1.3154 -4.0452 -2.4513
H -1.5833 -6.1383 -1.2359
H -2.3411 -4.8631 -0.2888
H -0.3133 -4.7128 1.1519
H 0.4484 -5.9907 0.2095
H -2.1347 -6.2806 1.8416
H -0.5556 -6.9180 2.2981
H -1.3928 -7.5700 0.8893
Br -3.4906 6.8236 -0.0983
C -2.2943 5.3530 -0.0284
C -0.9282 5.5821 -0.0339
C -0.0565 4.4997 0.0236
C -0.5102 3.1760 0.0861
C -1.8995 2.9981 0.0846
C -2.7945 4.0648 0.0287
H -0.5474 6.5948 -0.0818
H 1.0106 4.7029 0.0116
H -2.3009 1.9900 0.1354
H -3.8649 3.8963 0.0310

Löwdin atomic charge list, values in e, 5 entries:
1 Pt 1.07
2 C -0.07
3 N -0.33
4 C -0.14
5 C -0.19


C2H2F2INO | the ωB97M-V functional and the def2-TZVPD basis

Properties
Maximum force ... 4.93 eV Å⁻¹
Total energy ... -704.7130 Ha
HOMO energy ... -8.76 eV
HOMO-LUMO gap ... 8.7 eV
Spin multiplicity ... 1

CARTESIAN COORDINATES (ANGSTROEM)
C -1.6636 0.3045 -0.6371
C 0.9225 -1.0986 -0.2027
N -1.3635 0.8735 0.3545
O -1.8322 -0.1282 -1.6803
F 0.8853 -2.1340 0.6297
F 1.8468 -1.5121 -1.0662
I 2.1704 0.7201 0.8916
H 0.9710 1.8690 0.4952
H -1.9367 1.1058 1.2153

natural (NBO) atomic charge list, values in e, 5 entries:
1 C 0.87
2 C 0.49
3 N -0.82
4 O -0.49
5 F -0.37


C4H10NO2 | the ωB97M-V functional and the def2-TZVPD basis

Properties
Maximum force ... 1.16 eV Å⁻¹
Total energy ... -363.5911 Ha
HOMO energy ... -2.35 eV
Total charge ... -1
HOMO-LUMO gap ... 5.9 eV
SMILES ... [O-]CCCNCO
Spin multiplicity ... 1

CARTESIAN COORDINATES (ANGSTROEM)
C 0.5522 0.6676 0.4379
C 1.0263 -0.6900 0.9680
C 0.5389 -1.9276 0.1884
O 1.3244 -3.0076 0.3463
N -0.9066 0.8109 0.3471
C -1.4959 1.0917 -0.9759
O -0.6589 1.8703 -1.8185
H 0.9177 1.4362 1.1065
H 1.1709 0.8493 -0.4484
H 2.1233 -0.6816 1.0546
H 0.8120 -0.7261 2.0414
H -0.5272 -2.0792 0.5473
H 0.4625 -1.6052 -0.8896
H -1.2703 -0.0865 0.6437
H -2.3747 1.7100 -0.7644
H -1.7575 0.1810 -1.5156
H 0.0631 2.1867 -1.2687

natural (NBO) atomic charge list, values in e, 5 entries:
1 C -0.25
2 C -0.44
3 C -0.01
4 O -0.95
5 N -0.67


C5H12NO | the ωB97M-V functional and the def2-TZVPD basis

Properties
Maximum force ... 2.42 eV Å⁻¹
Total energy ... -327.6318 Ha
HOMO energy ... -2.70 eV
Total charge ... -1
HOMO-LUMO gap ... 6.8 eV
SMILES ... CC[C@H](C)NC[O-]
Spin multiplicity ... 1

CARTESIAN COORDINATES (ANGSTROEM)
C 0.9739 0.7103 1.5542
C 0.2660 -0.0296 0.4281
C 0.1731 0.7591 -0.9609
C -1.0726 1.6060 -0.9930
N 0.9016 -1.3379 0.1612
C -0.4215 -2.4049 -0.2641
O -1.1473 -1.8228 -1.1324
H 2.0256 0.4372 1.7412
H 1.0163 1.8094 1.4364
H 0.3058 0.6261 2.4325
H -0.7998 -0.1454 0.6744
H 1.0539 1.4179 -1.0944
H 0.0190 -0.0496 -1.6884
H -0.8824 2.5879 -0.5883
H -1.9945 1.1781 -0.4469
H -1.4014 1.6854 -2.0577
H 1.7776 -1.1830 0.6458
H 0.0787 -3.3314 -0.6106
H -0.8720 -2.5129 0.7629

natural (NBO) atomic charge list, values in e, 5 entries:
1 C -0.63
2 C -0.05
3 C -0.44
4 C -0.61
5 N -0.86


We obtain ΔE to the lowest compared entry with this formula, charge and spin values of 312.4, 338.2, 31.5, 64.1, 218.5, 93.8, 181.0, 168.1, 115.2, 319.6, 350.1, 168.7 kJ/mol for the records listed above, in that order.